1.
Density functional theory data (ωB97M-V with the def2-TZVPD basis set) for a cluster of 2 separate species, C4H11N2 in total.

Geometry as XYZ:
```
17
Properties=species:S:1:pos:R:3:nbo_charge:R:1
C 2.2872 -1.0712 0.1931 0.031
C 0.3126 1.7409 0.1868 -0.694
C -2.1129 -0.6284 -0.4214 -0.397
C 0.4951 0.4787 -0.4129 0.231
N 1.5794 -0.1604 -0.2978 -0.357
N -0.8555 -0.7012 0.4811 -0.718
H 2.0834 -1.8929 0.8375 0.197
H 3.2913 -0.8168 0.0062 0.211
H 0.6557 1.9479 1.2215 0.258
H 1.0732 2.4239 -0.4559 0.282
H -0.6403 2.2955 0.0500 0.266
H -2.5219 0.3889 -0.5046 0.228
H -1.8437 -1.0873 -1.2795 0.210
H -2.8005 -1.3085 -0.0426 0.222
H 0.1326 0.4341 -1.4242 0.239
H -0.8925 -0.4612 1.4272 0.397
H -0.2430 -1.5820 0.4354 0.395
```

Its frontier orbital gap is 10.5 eV. As for the spin multiplicity: 1. As for the net charge: +1.

***

2.
Density functional theory data (ωB97M-V with the def2-TZVPD basis set) for the ion C4H11N2 with charge +1.

Geometry as XYZ:
```
17
Properties=species:S:1:pos:R:3:nbo_charge:R:1
C 2.3117 0.2548 0.7824 -0.638
C 1.4838 -0.3346 -0.5700 -0.469
C 0.0233 -0.1949 -0.7884 -0.240
N -0.7564 -0.4963 0.4008 -0.510
C -2.0526 -0.2472 0.5586 0.388
N -2.7282 0.5964 -0.1671 -0.741
H 2.9316 -0.2773 1.4391 0.236
H 2.9186 1.0080 0.4353 0.227
H 1.6972 1.0567 1.2309 0.215
H 1.9893 -1.2034 -0.8506 0.240
H 1.9901 0.3585 -1.2279 0.256
H -0.2713 -1.0606 -1.5978 0.228
H -0.3754 0.7366 -1.2086 0.219
H -0.1987 -1.2433 1.0536 0.466
H -2.6749 -0.6120 1.4997 0.251
H -3.6451 0.9225 0.1741 0.438
H -2.6430 0.7363 -1.1641 0.433
```

Its frontier orbital gap is 11.2 eV. Its SMILES is CCC/[NH+]=C\N. As for the spin multiplicity: 1. As for the net charge: +1.

***

Which structure is most stable, and how do the rest compare? From most to least stable: 2, 1.

***

1.
Density functional theory data (ωB97M-V with the def2-TZVPD basis set) for the ion C4H11N2 with charge +1.

Geometry as XYZ:
```
17
Properties=species:S:1:pos:R:3:nbo_charge:R:1
C 0.1163 -1.8713 -0.6151 -0.435
C 0.4804 -0.7843 0.0575 0.141
N 1.6910 -0.0488 -0.1764 -0.862
C -0.3662 -0.1619 1.1509 -0.465
C -1.2576 0.9211 0.5069 -0.223
N -0.6248 1.4748 -0.7420 -0.708
H -0.7431 -2.4821 -0.3771 0.228
H 0.5593 -2.0661 -1.5553 0.209
H 2.2592 -0.0792 0.6641 0.400
H 2.1775 -0.5658 -0.9037 0.393
H 0.2793 0.3610 1.8545 0.225
H -0.9252 -0.9693 1.6092 0.264
H -1.4071 1.7328 1.2119 0.232
H -2.2685 0.5579 0.3298 0.238
H 0.4023 1.2731 -0.6836 0.477
H -0.8540 2.4575 -0.8869 0.443
H -1.0380 1.0795 -1.5899 0.443
```

Its frontier orbital gap is 9.9 eV. Its SMILES is C=C(N)CC[NH3+]. As for the spin multiplicity: 1. As for the net charge: +1.

***

2.
Density functional theory data (ωB97M-V with the def2-TZVPD basis set) for a cluster of 2 separate species, C4H11N2 in total.

Geometry as XYZ:
```
17
Properties=species:S:1:pos:R:3:nbo_charge:R:1
C 0.4755 0.0091 1.9935 -0.055
C 1.4630 -0.8280 1.7370 -0.368
C -1.0266 1.6201 1.3193 0.035
N -0.4728 0.5131 1.0448 -0.497
H 0.2380 0.3843 2.9857 0.200
H 1.6882 -1.1399 0.7235 0.182
H 2.1023 -1.1906 2.5263 0.240
H -1.7821 1.9739 0.6258 0.189
H -0.8563 2.1900 2.2303 0.189
C 0.0784 -0.0124 -2.4463 -0.421
N -0.4930 -0.8609 -1.3589 -0.715
H 1.1145 0.2104 -2.2292 0.238
H -0.0347 -0.5069 -3.4091 0.235
H -0.5728 0.8563 -2.5236 0.230
H -0.4923 -0.3375 -0.3899 0.464
H 0.0254 -1.7410 -1.2806 0.426
H -1.4546 -1.1400 -1.5484 0.428
```

Its frontier orbital gap is 10.3 eV. As for the spin multiplicity: 1. As for the net charge: +1.

***

3.
Density functional theory data (ωB97M-V with the def2-TZVPD basis set) for the ion C4H11N2 with charge +1.

Geometry as XYZ:
```
17
Properties=species:S:1:pos:R:3:nbo_charge:R:1
C 1.8155 1.2271 -0.1768 -0.598
C 0.3781 1.1764 -0.6041 -0.447
C -0.3891 0.0149 -0.0786 -0.026
N -0.7338 0.0896 1.3706 -0.677
C -0.6124 -1.1064 -0.7719 0.062
N -1.2359 -2.2564 -0.4419 -0.788
H 2.2316 2.2064 -0.3800 0.241
H 2.3243 0.3596 -0.6030 0.223
H 1.8874 1.0053 0.8927 0.185
H -0.0999 2.1234 -0.3324 0.211
H 0.1779 1.2870 -1.6547 0.250
H -0.9916 1.0530 1.5611 0.450
H -1.5145 -0.5221 1.5990 0.431
H -0.0003 -0.2220 2.0168 0.439
H -0.2970 -1.0162 -1.8060 0.236
H -1.7692 -2.3303 0.4061 0.380
H -1.1713 -3.0895 -0.9969 0.428
```

Its frontier orbital gap is 9.2 eV. Its SMILES is CC/C([NH3+])=C/N. As for the spin multiplicity: 1. As for the net charge: +1.

***

Which structure is most stable, and how do the rest compare? From most to least stable: 1, 3, 2.

***

1.
Density functional theory data (ωB97M-V with the def2-TZVPD basis set) for a cluster of 3 separate species, C4H9NO2 in total.

Geometry as XYZ:
```
16
Properties=species:S:1:pos:R:3:lowdin_spin:R:1
C -0.6928 -1.9398 -1.6802 0.099
C -1.4056 -1.2726 -0.6470 0.308
N -0.5762 -0.4429 -0.0019 0.046
C 0.6521 -0.3228 -0.6899 0.420
C 0.5990 -1.3868 -1.7178 0.096
H -1.1313 -2.4595 -2.6067 0.000
H -2.4230 -1.2224 -0.4173 0.012
H -0.8365 0.0420 0.8249 -0.002
H 1.6036 0.1006 -0.3987 0.018
H 1.4212 -1.5737 -2.4656 0.001
H 1.3366 -0.5802 3.3657 0.000
H 1.6951 0.3343 2.1137 0.000
O 2.0117 0.0777 3.0094 0.001
H -1.3757 3.2437 0.0325 0.000
H -0.1289 3.9933 0.4196 0.000
O -0.7494 3.4091 0.8595 0.000
```

Its frontier orbital gap (spin up / spin down) is 10.2 / 6.6 eV. As for the spin multiplicity: 2. As for the net charge: +1.

***

2.
Density functional theory data (ωB97M-V with the def2-TZVPD basis set) for the ion C4H9NO2 with charge +1.

Geometry as XYZ:
```
16
Properties=species:S:1:pos:R:3:lowdin_spin:R:1
C 0.4902 0.4889 1.9500 0.058
C -0.0057 0.3999 0.4653 0.112
C 0.5078 -0.8833 -0.3257 0.003
C 0.0674 -0.8253 -1.7713 0.001
O 1.0896 -0.8179 -2.6550 0.003
O -1.0412 -0.7996 -2.2532 0.018
N -1.4861 0.4852 0.6321 0.692
H 0.8392 -0.5543 2.1648 0.008
H -0.3566 0.8092 2.5528 0.002
H 1.2922 1.1975 2.0701 0.000
H 0.1976 1.3678 -0.0560 0.058
H 1.5529 -0.9258 -0.1633 0.000
H -0.1705 -1.5897 0.1232 0.003
H 0.7939 0.0356 -3.1271 0.000
H -1.9460 0.1347 -0.1670 0.024
H -1.8247 1.4770 0.5603 0.018
```

Its frontier orbital gap (spin up / spin down) is 11.5 / 5.7 eV. As for the spin multiplicity: 2. As for the net charge: +1.

***

Which structure is most stable, and how do the rest compare? From most to least stable: 1, 2.

***

1.
Density functional theory data (ωB97M-V with the def2-TZVPD basis set) for an isolated molecule of C12H14O.

Geometry as XYZ:
```
27
Properties=species:S:1:pos:R:3:nbo_charge:R:1
C -1.5224 0.2405 -1.3482 -0.619
C -0.9266 -0.4528 -0.1410 -0.011
C -1.1212 -1.9540 -0.2388 -0.602
C -1.0473 0.1541 1.2129 -0.232
C -1.2136 1.7452 1.2084 -0.062
O -0.5987 2.7005 0.2344 -0.551
C 0.7228 2.6172 -0.3068 0.146
C 1.1744 1.3238 -0.1629 -0.100
C 2.5261 1.0433 -0.5806 -0.191
C 3.2103 -0.0585 -0.2295 -0.237
C 2.6009 -1.0247 0.6341 -0.269
C 1.3078 -0.9246 0.9684 -0.100
C 0.3911 0.1058 0.4578 -0.122
H -1.3105 1.3023 -1.3608 0.238
H -2.6046 0.1074 -1.3612 0.210
H -1.1144 -0.2024 -2.2557 0.214
H -0.8286 -2.4764 0.6671 0.209
H -0.5470 -2.3607 -1.0701 0.218
H -2.1759 -2.1596 -0.4156 0.214
H -1.1951 -0.3548 2.1422 0.238
H -0.8757 2.0786 2.1965 0.187
H -2.2667 2.0179 1.0894 0.192
H 1.1225 3.5072 -0.7301 0.215
H 3.0044 1.8231 -1.1585 0.205
H 4.2300 -0.2083 -0.5490 0.211
H 3.2078 -1.8292 1.0243 0.210
H 0.8797 -1.6516 1.6429 0.190
```

Its frontier orbital gap is 7.8 eV. Its SMILES is CC1(C)[C@@H]2COC=C3C=CC=C[C@]321. As for the spin multiplicity: 1.

***

2.
Density functional theory data (ωB97M-V with the def2-TZVPD basis set) for an isolated molecule of C12H14O.

Geometry as XYZ:
```
27
Properties=species:S:1:pos:R:3:nbo_charge:R:1
C -0.8678 3.6299 2.1206 -0.234
C 0.4503 3.2020 2.1912 -0.205
C -1.7571 2.9719 1.2796 -0.206
C 0.8783 2.1335 1.4359 -0.231
C -1.3384 1.9037 0.5164 -0.234
C -0.0067 1.4593 0.5743 -0.029
C 1.3724 -1.8394 -1.6835 -0.323
C 2.1926 -0.9289 -0.9611 0.077
C 0.4090 0.3407 -0.2045 0.080
C 0.1823 -2.2840 -1.2297 0.043
C -0.7346 -3.0462 -2.1444 -0.638
C -0.2262 -2.3230 0.2111 -0.663
O 1.6850 0.0549 -0.2651 -0.383
H -1.2017 4.4674 2.7156 0.210
H 1.1468 3.7100 2.8464 0.211
H -2.7842 3.3049 1.2191 0.211
H 1.9040 1.7974 1.4989 0.213
H -2.0319 1.4000 -0.1428 0.205
H 1.7074 -2.1227 -2.6744 0.215
H 3.2637 -0.8857 -1.0674 0.182
H -0.2938 -0.1415 -0.8653 0.186
H -0.8820 -4.0662 -1.7917 0.212
H -0.3402 -3.0813 -3.1562 0.214
H -1.7152 -2.5687 -2.1727 0.213
H 0.4819 -1.8287 0.8664 0.225
H -0.2786 -3.3689 0.5147 0.230
H -1.2153 -1.8903 0.3686 0.221
```

Its frontier orbital gap (spin up / spin down) is 6.8 / 6.9 eV. As for the spin multiplicity: 1.

***

Which structure is most stable, and how do the rest compare? From most to least stable: 2, 1.

***

1.
Density functional theory data (ωB97M-V with the def2-TZVPD basis set) for an isolated molecule of CH4O3S.

Geometry as XYZ:
```
9
Properties=species:S:1:pos:R:3:nbo_charge:R:1
C 0.5340 -0.6715 1.0676 -0.911
O 1.4503 0.1653 -1.2614 -0.929
O -1.4606 1.3476 -1.2263 -0.419
O -0.9706 0.2923 -0.4737 -0.475
S 0.6871 0.6372 -0.1412 1.492
H -0.0327 -0.2623 1.9349 0.243
H 1.4159 -1.1417 1.5746 0.263
H -0.3219 -1.2791 0.5604 0.271
H -1.3016 0.9121 -2.0348 0.464
```

Its frontier orbital gap is 10.8 eV. As for the spin multiplicity: 1.

***

2.
Density functional theory data (ωB97M-V with the def2-TZVPD basis set) for an isolated molecule of CH4O3S.

Geometry as XYZ:
```
9
Properties=species:S:1:pos:R:3:nbo_charge:R:1
C 1.1647 0.5801 -0.1008 -0.742
S -0.2196 1.7474 0.2768 0.364
O -1.4899 0.3245 0.8072 -0.302
O -1.7693 -0.4304 -0.2512 -0.014
O -0.6656 -1.3670 -0.3991 -0.499
H 1.9087 1.3510 -0.2071 0.227
H 0.7397 -0.0328 -0.8974 0.262
H 1.3713 0.0688 0.8657 0.232
H -1.0402 -2.2417 -0.0941 0.472
```

Its frontier orbital gap is 9.0 eV. Its SMILES is CSOOO. As for the spin multiplicity: 1.

***

Which structure is most stable, and how do the rest compare? From most to least stable: 1, 2.

***

1.
Density functional theory data (ωB97M-V with the def2-TZVPD basis set) for an isolated molecule of C4H6O3Si.

Geometry as XYZ:
```
14
Properties=species:S:1:pos:R:3:nbo_charge:R:1
O -1.7239 2.2783 0.7387 -1.175
Si -0.2483 2.2208 0.3901 2.156
O 0.6232 3.5736 0.0105 -1.080
C 0.9779 0.9194 0.7329 -0.818
C 0.9187 -0.3480 0.1865 -0.094
C -0.1752 -1.0972 -0.4184 -0.409
C -1.4718 -1.0437 -0.2447 0.230
O -2.4396 -1.8024 -0.7314 -0.647
H 1.5410 3.4113 -0.2642 0.503
H 1.8004 1.3125 1.3278 0.245
H 1.6993 -1.0478 0.4555 0.205
H 0.0195 -1.9899 -1.0879 0.193
H -1.9240 -0.1922 0.1916 0.209
H -2.1582 -2.5615 -1.2949 0.482
```

Its frontier orbital gap is 9.0 eV. Its SMILES is O=[Si](O)/C=C\C=C\O. As for the spin multiplicity: 1.

***

2.
Density functional theory data (ωB97M-V with the def2-TZVPD basis set) for a structure of composition C4H6O3Si.

Geometry as XYZ:
```
14
Properties=species:S:1:pos:R:3:nbo_charge:R:1
C 0.2204 -1.1601 1.1341 -0.075
C -0.1917 -1.8965 0.0156 -0.428
C 1.0734 -0.1262 0.4584 -0.753
C 0.9763 -1.3911 -0.5284 0.081
O -1.4506 0.2495 -1.2560 -0.937
O -1.1271 2.1210 0.7602 -1.238
O 0.9362 2.1342 -1.0916 -1.084
Si 0.0063 1.4246 0.0331 2.193
H 0.6481 -1.7455 2.0853 0.212
H -0.9665 -2.6088 -0.0365 0.261
H 1.9819 0.1965 0.9608 0.262
H -2.0229 0.4435 -0.4773 0.511
H -0.9830 -0.6998 -0.9885 0.493
H 0.8993 3.0587 -1.0692 0.502
```

Its frontier orbital gap (spin up / spin down) is 9.4 / 9.4 eV. As for the spin multiplicity: 1.

***

Which structure is most stable, and how do the rest compare? From most to least stable: 1, 2.